Below is 2 unconnected molecules or ions with the total composition C4H12, with properties calculated with ωB97M-V with the def2-TZVPD basis set.

Last column: Löwdin charge in e.
Atoms and positions in Å:
C  2.275  -1.984  -0.516  -0.305
C  0.770  -1.944  -0.338  -0.338
H  2.749  -2.786  0.058  0.043
H  2.534  -1.937  -1.567  0.037
H  2.706  -1.096  -0.043  0.027
H  0.290  -1.084  -0.805  0.026
H  0.505  -1.852  0.724  0.028
H  0.215  -2.809  -0.668  0.027
C  -1.561  2.556  0.834  -0.335
C  -1.461  1.256  0.020  -0.370
H  -0.653  3.128  0.633  0.030
H  -2.404  3.106  0.399  0.034
H  -1.712  2.529  1.913  0.031
H  -0.582  0.657  0.252  0.017
H  -1.318  1.617  -1.001  0.024
H  -2.353  0.642  0.104  0.022

Summary:
2S+1 ... 2
Charge ... -1
Energy relative to the best compared isomer or geometry (same formula, charge and spin) ... 5.41 kcal/mol
⟨S²⟩ ... 0.750
Highest occupied orbital energy (spin up / spin down) ... 0.0561 / -0.2902 Eh
Calculated total energy ... -159.5215 a.u.
Molar mass ... 60.140 g mol⁻¹

Below is 2 unconnected molecules or ions with the total composition C4H12, with properties calculated with ωB97M-V with the def2-TZVPD basis set.

Last column: Löwdin charge in e.
Atoms and positions in Å:
C  2.383  -0.224  1.501  -0.353
C  2.470  -1.522  0.692  -0.314
H  3.216  0.450  1.322  0.034
H  1.396  0.216  1.345  0.015
H  2.363  -0.429  2.581  0.035
H  1.453  -1.924  0.588  0.024
H  3.181  -2.248  1.088  0.036
H  2.808  -1.289  -0.327  0.030
C  -2.329  0.335  -1.652  -0.315
C  -2.461  1.389  -0.540  -0.352
H  -1.519  0.586  -2.334  0.023
H  -2.252  -0.674  -1.252  0.021
H  -3.245  0.367  -2.253  0.034
H  -1.686  1.246  0.221  0.015
H  -3.432  1.315  -0.054  0.032
H  -2.347  2.406  -0.925  0.034

Summary:
2S+1 ... 2
Charge ... -1
Energy relative to the best compared isomer or geometry (same formula, charge and spin) ... 2.69 kcal/mol
⟨S²⟩ ... 0.750
Highest occupied orbital energy (spin up / spin down) ... 0.0559 / -0.2942 Eh
Calculated total energy ... -159.5259 a.u.
Molar mass ... 60.140 g mol⁻¹

Below is 2 unconnected molecules or ions with the total composition C4H12, with properties calculated with ωB97M-V with the def2-TZVPD basis set.

Last column: Löwdin charge in e.
Atoms and positions in Å:
C  0.047  0.918  2.651  -0.354
C  -0.922  0.033  1.911  -0.323
H  0.149  0.920  3.726  0.024
H  1.058  0.616  2.256  0.041
H  -0.069  2.012  2.448  0.044
H  -0.452  -0.731  1.228  0.042
H  -1.362  0.774  1.255  0.025
H  -1.718  -0.434  2.529  0.049
C  0.192  -0.743  -1.501  -0.366
C  0.572  -0.209  -2.940  -0.310
H  0.656  -1.705  -1.426  0.003
H  0.437  -0.056  -0.694  0.017
H  -0.896  -1.001  -1.498  0.037
H  0.473  0.849  -3.152  0.029
H  0.212  -0.932  -3.657  0.030
H  1.622  -0.313  -3.136  0.014

Summary:
2S+1 ... 2
Charge ... -1
Energy relative to the best compared isomer or geometry (same formula, charge and spin) ... 18.82 kcal/mol
⟨S²⟩ ... 0.750
Highest occupied orbital energy (spin up / spin down) ... 0.0551 / -0.2819 Eh
Calculated total energy ... -159.5002 a.u.
Molar mass ... 60.140 g mol⁻¹

Below is 2 unconnected molecules or ions with the total composition C4H12, with properties calculated with ωB97M-V with the def2-TZVPD basis set.

Last column: Löwdin charge in e.
Atoms and positions in Å:
C  -1.426  -1.718  1.265  -0.320
C  -1.182  -1.804  -0.230  -0.310
H  -0.724  -1.055  1.776  0.022
H  -2.424  -1.312  1.479  0.039
H  -1.364  -2.673  1.788  0.035
H  -1.983  -1.369  -0.851  0.036
H  -1.075  -2.788  -0.700  0.037
H  -0.286  -1.243  -0.499  0.028
C  0.571  1.830  -0.287  -0.367
C  2.039  1.653  -0.719  -0.337
H  0.244  1.148  0.490  0.019
H  0.397  2.850  0.051  0.013
H  -0.094  1.716  -1.152  0.024
H  2.578  2.609  -0.704  0.029
H  2.153  1.152  -1.684  0.031
H  2.575  1.004  -0.022  0.020

Summary:
2S+1 ... 2
Charge ... -1
Energy relative to the best compared isomer or geometry (same formula, charge and spin) ... 7.86 kcal/mol
⟨S²⟩ ... 0.750
Highest occupied orbital energy (spin up / spin down) ... 0.0573 / -0.2905 Eh
Calculated total energy ... -159.5176 a.u.
Molar mass ... 60.140 g mol⁻¹

Below is 2 unconnected molecules or ions with the total composition C4H12, with properties calculated with ωB97M-V with the def2-TZVPD basis set.

Last column: Löwdin charge in e.
Atoms and positions in Å:
C  1.881  0.473  -0.375  -0.242
C  1.899  1.115  1.057  -0.286
H  0.947  -0.133  -0.498  0.017
H  1.862  1.321  -1.078  0.040
H  2.740  -0.159  -0.615  0.038
H  0.857  1.211  1.310  0.010
H  2.481  2.026  0.914  0.038
H  2.123  0.440  1.895  0.034
C  -1.271  -1.249  -0.567  -0.314
C  -2.367  -0.346  -0.030  -0.456
H  -0.859  -2.006  0.078  0.029
H  -1.693  -1.886  -1.371  0.038
H  -0.539  -0.629  -1.102  0.023
H  -3.343  -0.553  -0.502  0.010
H  -2.144  0.732  -0.170  0.013
H  -2.571  -0.358  1.054  0.007

Summary:
2S+1 ... 2
Charge ... -1
Energy relative to the best compared isomer or geometry (same formula, charge and spin) ... 20.55 kcal/mol
⟨S²⟩ ... 0.750
Highest occupied orbital energy (spin up / spin down) ... 0.0579 / -0.2705 Eh
Calculated total energy ... -159.4974 a.u.
Molar mass ... 60.140 g mol⁻¹

Below is 2 unconnected molecules or ions with the total composition C4H12, with properties calculated with ωB97M-V with the def2-TZVPD basis set.

Last column: Löwdin charge in e.
Atoms and positions in Å:
C  -1.543  -0.398  -1.518  -0.181
C  -0.401  -1.253  -2.027  -0.188
H  -1.552  0.534  -2.085  0.064
H  -2.455  -0.894  -1.818  0.055
H  -1.350  -0.294  -0.441  0.046
H  0.314  -1.264  -1.182  0.047
H  -0.855  -2.236  -2.330  0.073
H  0.088  -0.922  -2.976  0.071
C  1.241  0.349  1.200  -0.150
C  0.735  1.327  2.390  -0.156
H  1.747  -0.523  1.400  0.008
H  0.255  -0.117  0.897  0.040
H  1.863  0.880  0.394  0.090
H  1.450  2.193  2.533  0.058
H  0.616  0.737  3.405  0.093
H  -0.154  1.882  2.158  0.028

Summary:
Charge ... 0
Energy relative to the best compared isomer or geometry (same formula, charge and spin) ... 29.66 kcal/mol
Highest occupied orbital energy ... -0.4160 Eh
Calculated total energy ... -159.5377 a.u.
SMILES ... CC.CC
Molar mass ... 60.140 g mol⁻¹